{
  "formula": "C27H24IMnNO5P",
  "method": "wB97M-V/def2-TZVPD",
  "e_tot_ev": -88822.2306,
  "relative_energy_kj_mol": 0.0,
  "lumo_energy_ev": [-2.977, -3.079],
  "total_charge": 1,
  "multiplicity": 6,
  "s_squared": 8.755,
  "homo_ev": [-11.1, -11.5],
  "homo_lumo_gap_ev": [8.2, 8.4],
  "species": ["Mn", "O", "C", "O", "C", "O", "C", "C", "O", "O", "H", "H", "H", "H", "H", "I", "C", "C", "C", "C", "C", "N", "H", "H", "H", "H", "C", "C", "C", "C", "C", "C", "P", "C", "C", "C", "C", "C", "C", "C", "C", "C", "C", "C", "C", "H", "H", "H", "H", "H", "H", "H", "H", "H", "H", "H", "H", "H", "H", "H"],
  "xyz": [[1.31185, -0.10024, 0.93860], [3.91191, 3.24813, 1.78642], [3.43208, 2.04980, 1.52241], [2.70730, 1.79783, 0.55316], [3.91194, 1.05999, 2.56691], [3.09596, -0.10306, 2.55561], [2.43695, -0.45905, 3.83145], [1.05658, 0.15087, 3.90219], [0.61332, 0.57049, 4.98734], [0.38354, 0.05840, 2.75911], [3.58717, 3.94096, 1.15590], [4.95921, 0.78561, 2.36508], [3.89354, 1.57595, 3.53691], [2.28050, -1.53886, 3.77733], [3.06573, -0.16492, 4.66439], [3.16414, -1.64489, -1.22740], [1.83657, -2.89985, 0.00483], [1.52560, -4.20839, -0.36259], [0.53651, -4.84318, 0.37810], [-0.04145, -4.19742, 1.47620], [0.31466, -2.91025, 1.76395], [1.27564, -2.25263, 1.03558], [2.11021, -4.65826, -1.14487], [0.20437, -5.83339, 0.10276], [-0.77534, -4.70456, 2.09254], [-0.15833, -2.33221, 2.54126], [0.23939, -1.28883, -4.77065], [-0.33271, -2.04831, -3.76352], [-0.56531, -1.48947, -2.50844], [-0.25785, -0.12970, -2.29902], [0.31306, 0.65289, -3.29934], [0.60773, 0.01781, -4.52748], [-0.58094, 0.51914, -0.64821], [-0.84810, 2.30664, -0.81518], [-2.10695, 2.88750, -0.79971], [-2.21556, 4.27421, -0.78910], [-1.09861, 5.08396, -0.90478], [0.15266, 4.48519, -1.03903], [0.29532, 3.10418, -0.98207], [-2.18372, -0.08547, -0.12710], [-3.14687, -0.39531, -1.07069], [-4.36255, -0.95107, -0.63729], [-4.60537, -1.14884, 0.71189], [-3.66435, -0.72903, 1.65991], [-2.44867, -0.20919, 1.24936], [0.49200, -1.74424, -5.71314], [-0.61940, -3.07864, -3.90714], [-1.04549, -2.05759, -1.71494], [0.48848, 1.71138, -3.13126], [1.15792, 0.58045, -5.26687], [-3.01816, 2.27650, -0.77160], [-3.20543, 4.72000, -0.70551], [-1.17949, 6.14443, -0.97800], [1.01482, 5.10622, -1.18309], [1.26272, 2.65420, -1.08462], [-2.95156, -0.11426, -2.10459], [-5.06884, -1.21761, -1.41317], [-5.51022, -1.62350, 1.05676], [-3.92013, -0.75673, 2.71554], [-1.72801, 0.15624, 1.99890]],
  "lowdin_charge": [0.72, 0.17, -0.44, 0.01, -0.08, -0.20, -0.05, -0.57, 0.06, -0.20, 0.17, 0.16, 0.16, 0.13, 0.14, 0.94, -0.64, -0.09, -0.02, -0.03, -0.08, -0.07, 0.10, 0.12, 0.12, 0.11, -0.08, -0.07, -0.12, -0.40, -0.06, -0.06, 1.06, -0.34, -0.06, -0.06, -0.06, -0.07, -0.12, -0.40, -0.10, -0.06, -0.06, -0.06, -0.08, 0.11, 0.11, 0.11, 0.10, 0.11, 0.11, 0.11, 0.10, 0.10, 0.07, 0.12, 0.11, 0.11, 0.11, 0.09]
}


{
  "formula": "C25H29BI2N4OSSiTc",
  "method": "wB97M-V/def2-TZVPD",
  "e_tot_ev": -72192.2185,
  "relative_energy_kj_mol": 184.3,
  "lumo_energy_ev": [-1.731, -2.077],
  "multiplicity": 2,
  "s_squared": 1.192,
  "homo_ev": [-7.7, -7.6],
  "homo_lumo_gap_ev": [6.0, 5.5],
  "species": ["Tc", "I", "C", "C", "C", "I", "C", "C", "C", "C", "N", "C", "C", "O", "H", "H", "H", "H", "C", "Si", "C", "C", "C", "C", "C", "C", "N", "C", "S", "H", "H", "H", "H", "H", "H", "H", "H", "H", "H", "H", "H", "N", "H", "H", "H", "B", "C", "N", "H", "H", "H", "C", "C", "C", "C", "C", "C", "C", "H", "H", "H", "H", "H", "H", "H"],
  "xyz": [[-1.20772, -0.31752, -1.79720], [-1.12572, 1.59822, -6.67740], [-0.30617, -0.12573, -5.86924], [0.48007, -0.97232, -6.64906], [1.08438, -2.08849, -6.07786], [2.31231, -3.25265, -7.29721], [0.88937, -2.41717, -4.73759], [1.51752, -3.51193, -3.99416], [1.38496, -3.59478, -2.67020], [0.57105, -2.61251, -1.89285], [-0.30236, -1.81092, -2.69073], [0.03205, -1.58903, -4.00975], [-0.50883, -0.41347, -4.53280], [-1.13449, 0.38063, -3.64108], [0.63847, -0.74307, -7.69313], [2.10105, -4.24543, -4.53505], [1.86167, -4.39584, -2.11877], [0.00656, -3.10162, -1.09812], [0.34988, 0.53247, 4.37925], [1.40858, -0.73558, 3.53690], [0.99947, -2.41394, 4.22037], [3.18588, -0.31384, 3.92106], [1.30952, -0.90816, 1.65645], [2.33038, -1.78061, 1.09461], [2.42453, -2.00290, -0.21866], [1.42605, -1.46543, -1.16042], [0.41606, -0.57252, -0.57662], [0.42253, -0.34671, 0.77007], [-0.79370, 0.80686, 1.37299], [0.62699, 0.52069, 5.43873], [-0.71293, 0.30332, 4.29597], [0.51032, 1.54390, 3.99835], [1.20143, -2.44586, 5.29518], [1.58644, -3.20257, 3.74234], [-0.05825, -2.64325, 4.06536], [3.32616, -0.25317, 5.00453], [3.45573, 0.65628, 3.49365], [3.89226, -1.05407, 3.53955], [3.05959, -2.23279, 1.75771], [3.21715, -2.61318, -0.63527], [1.90733, -0.97047, -2.01177], [-2.34748, 1.52570, -1.26683], [-3.14784, 1.60574, -1.89071], [-1.80529, 2.37690, -1.38148], [-2.68403, 1.50311, -0.30972], [-4.00827, -2.62229, 1.20875], [-3.03555, -1.89389, 0.21912], [-2.32543, -1.33072, -0.50331], [-4.09347, -3.78244, 0.86368], [-3.51101, -2.50448, 2.31482], [-5.06989, -2.03058, 1.12137], [0.18321, 2.28642, 1.00630], [-0.53192, 3.57703, 1.32961], [0.20028, 4.76115, 1.23522], [-0.39032, 5.98643, 1.49361], [-1.73106, 6.04963, 1.85718], [-2.46471, 4.87960, 1.96576], [-1.86873, 3.64966, 1.70326], [0.44239, 2.25646, -0.05567], [1.11751, 2.23333, 1.56790], [1.24779, 4.71783, 0.95582], [0.19640, 6.89317, 1.41426], [-2.19477, 7.00535, 2.06308], [-3.50468, 4.91504, 2.26432], [-2.45867, 2.74701, 1.82548]],
  "lowdin_charge": [1.46, 0.93, -0.67, -0.22, -0.66, 0.92, -0.21, -0.04, -0.02, -0.26, -0.07, -0.18, -0.40, -0.29, 0.08, 0.07, 0.12, 0.15, -0.20, 0.48, -0.17, -0.18, -0.24, -0.09, -0.04, -0.25, -0.13, -0.59, 0.94, 0.04, 0.02, 0.02, 0.04, 0.03, 0.04, 0.04, 0.04, 0.02, 0.10, 0.11, 0.15, -0.03, 0.07, 0.06, 0.01, -0.41, -0.18, -0.06, 0.00, 0.00, 0.01, -0.40, -0.29, -0.05, -0.08, -0.09, -0.08, -0.08, 0.08, 0.09, 0.12, 0.10, 0.10, 0.11, 0.08]
}


{
  "formula": "C5H26N2O9",
  "method": "wB97M-V/def2-TZVPD",
  "e_tot_ev": -27013.4303,
  "relative_energy_kj_mol": 196.2,
  "lumo_energy_ev": 0.126,
  "smiles": "CCc1cnc[nH]1.O.O.O.O.O.O.O.O.O",
  "homo_ev": -7.8,
  "homo_lumo_gap_ev": 8.0,
  "species": ["C", "C", "C", "C", "N", "C", "N", "H", "H", "H", "H", "H", "H", "H", "H", "H", "H", "O", "H", "H", "O", "H", "H", "O", "H", "H", "O", "H", "H", "O", "H", "H", "O", "H", "H", "O", "H", "H", "O", "H", "H", "O"],
  "xyz": [[1.07127, 3.14460, 0.20336], [0.81338, 1.68352, -0.09294], [-0.57023, 1.24420, -0.20810], [-1.45464, 1.36114, 0.89672], [-2.62315, 0.65726, 0.57128], [-2.45832, 0.05669, -0.60671], [-1.16135, 0.35962, -1.09857], [1.84309, 3.30434, 1.10314], [0.18928, 3.74148, 0.46679], [1.55052, 3.61205, -0.67700], [1.33697, 1.25462, -0.92596], [1.28172, 1.06435, 0.70767], [-1.57811, 1.97056, 1.80861], [-3.11708, -0.66140, -0.99226], [-0.68888, 0.10339, -2.07902], [-0.78379, -0.68742, -4.07991], [-0.78875, 0.73286, -4.53969], [-0.38495, 0.17836, -3.90484], [0.50066, 1.13397, 4.27852], [0.32856, 0.79778, 2.79064], [0.27711, 1.51106, 3.42951], [0.26335, 3.60210, 2.91393], [-1.23141, 3.14249, 2.97980], [-0.66182, 3.79161, 2.64410], [1.64860, -1.93275, -3.28069], [1.03625, -0.61132, -2.97138], [1.23670, -1.45513, -2.59505], [-1.10071, -3.00283, -3.49756], [-2.06233, -2.16361, -2.84819], [-1.58540, -2.22389, -3.66744], [-1.54984, -2.89088, -0.00903], [-0.52764, -2.48246, -0.85321], [-1.23888, -3.15951, -0.83189], [1.93097, -1.46396, -0.58740], [1.41116, -1.96739, 0.66679], [2.25013, -1.55175, 0.35093], [0.23191, -3.12978, 2.76779], [0.56728, -4.12178, 1.66072], [0.31090, -3.25020, 1.87084], [1.96221, -0.09454, 3.46415], [2.01742, -0.91722, 2.01909], [1.50781, -0.68024, 2.75248]],
  "lowdin_charge": [-0.10, -0.23, -0.26, -0.08, 0.02, -0.20, 0.08, 0.12, 0.06, 0.07, 0.09, 0.10, 0.08, 0.08, 0.14, 0.02, 0.05, -0.06, 0.05, 0.00, -0.06, 0.04, -0.03, -0.08, 0.04, 0.00, -0.02, 0.03, 0.03, -0.02, -0.01, 0.03, -0.03, 0.03, 0.02, -0.08, 0.01, 0.04, 0.01, 0.11, -0.04, -0.07]
}


{
  "formula": "C27H21BrMnN4O9S3",
  "method": "wB97M-V/def2-TZVPD",
  "e_tot_ev": -186602.3270,
  "relative_energy_kj_mol": 59.8,
  "lumo_energy_ev": [0.698, 2.352],
  "total_charge": -1,
  "multiplicity": 5,
  "s_squared": 6.083,
  "homo_ev": [-5.7, -5.8],
  "homo_lumo_gap_ev": [6.4, 8.1],
  "species": ["Mn", "O", "S", "O", "O", "C", "C", "C", "C", "C", "C", "S", "O", "O", "O", "H", "H", "H", "H", "O", "S", "O", "N", "C", "C", "C", "C", "C", "C", "C", "C", "N", "C", "C", "C", "C", "C", "C", "C", "H", "H", "H", "H", "H", "H", "H", "H", "H", "H", "H", "Br", "N", "C", "O", "C", "C", "C", "C", "N", "C", "H", "H", "H", "H", "H", "H"],
  "xyz": [[-0.16992, 0.87149, 0.46419], [1.53397, 1.20010, -3.04790], [0.39016, 1.22682, -2.19076], [0.32269, 2.30184, -1.18753], [0.15229, -0.03578, -1.42080], [-1.05185, 1.36459, -3.22173], [-0.83992, 1.20367, -4.58326], [-1.91194, 1.14443, -5.46156], [-3.20131, 1.22336, -4.97201], [-3.41957, 1.40008, -3.61336], [-2.35816, 1.48685, -2.72234], [-2.86519, 1.99670, -1.06343], [-4.19046, 1.46050, -0.89465], [-2.71247, 3.42138, -1.06074], [-1.95199, 1.33384, -0.07952], [0.17746, 1.11166, -4.93378], [-1.73415, 1.02438, -6.52249], [-4.04602, 1.15787, -5.64613], [-4.42220, 1.48004, -3.21865], [3.27416, 2.67656, -0.15093], [2.44961, 2.26558, 0.95014], [1.35077, 3.09643, 1.36957], [1.78925, 0.79119, 0.78351], [2.59716, -0.30643, 0.46850], [3.90469, -0.26791, 0.05314], [4.63084, -1.46579, -0.14255], [4.06814, -2.68866, 0.07384], [2.71811, -2.75824, 0.50181], [2.05570, -3.97080, 0.78862], [0.77132, -3.94735, 1.24870], [0.12359, -2.70074, 1.38591], [0.69085, -1.56182, 1.09342], [1.98335, -1.57312, 0.68493], [3.52280, 2.05620, 2.35003], [2.99139, 1.50087, 3.50769], [3.80136, 1.36678, 4.62193], [5.12564, 1.78941, 4.57798], [5.64296, 2.34527, 3.41862], [4.83909, 2.47892, 2.29331], [4.38650, 0.67296, -0.15758], [5.66025, -1.39363, -0.47087], [4.62794, -3.60263, -0.07869], [2.58199, -4.90778, 0.64670], [0.23929, -4.85895, 1.48352], [-0.89875, -2.65620, 1.73262], [1.95694, 1.18015, 3.52050], [3.40096, 0.93092, 5.52721], [5.75385, 1.68650, 5.45406], [6.67504, 2.66990, 3.38550], [5.21868, 2.90305, 1.37394], [-0.87519, 0.88542, 2.73720], [-5.45280, -0.04136, 2.01446], [-5.73462, -1.04767, 1.15185], [-6.81440, -1.61121, 1.11899], [-4.61326, -1.40926, 0.23616], [-4.87958, -1.76688, -1.07666], [-3.81206, -1.99090, -1.92610], [-2.52312, -1.85909, -1.42621], [-2.25798, -1.57295, -0.15577], [-3.29093, -1.36011, 0.65055], [-6.18081, 0.26377, 2.63643], [-4.62909, 0.52582, 1.90082], [-5.90444, -1.81915, -1.41751], [-3.96516, -2.23195, -2.96937], [-1.65992, -1.98438, -2.07081], [-3.04151, -1.10459, 1.67735]],
  "lowdin_charge": [0.65, -0.27, 0.53, -0.34, -0.36, -0.22, -0.05, -0.08, -0.07, -0.06, -0.20, 0.51, -0.30, -0.26, -0.49, 0.11, 0.10, 0.10, 0.11, -0.29, 0.59, -0.31, -0.23, -0.24, -0.01, -0.07, -0.05, -0.16, -0.02, -0.05, -0.13, 0.09, -0.16, -0.27, -0.05, -0.07, -0.09, -0.08, -0.06, 0.10, 0.10, 0.10, 0.11, 0.10, 0.09, 0.07, 0.10, 0.10, 0.10, 0.11, 0.21, 0.19, -0.51, 0.04, -0.14, -0.01, -0.05, -0.13, 0.08, -0.11, 0.11, 0.10, 0.12, 0.10, 0.11, 0.09]
}


{
  "formula": "C6H13N2OS",
  "method": "wB97M-V/def2-TZVPD",
  "e_tot_ev": -22284.3490,
  "relative_energy_kj_mol": 492.5,
  "lumo_energy_ev": -3.765,
  "total_charge": 1,
  "homo_ev": -11.9,
  "homo_lumo_gap_ev": 8.1,
  "species": ["C", "C", "C", "C", "C", "C", "N", "N", "O", "S", "H", "H", "H", "H", "H", "H", "H", "H", "H", "H", "H", "H", "H"],
  "xyz": [[-1.92108, -0.67858, 0.39406], [-1.48368, -1.20994, -0.93087], [0.01841, 0.81125, -0.03914], [0.31824, -3.00240, 0.63389], [-0.76568, 3.12883, 0.71979], [1.49333, -2.53627, 0.07390], [-0.96370, 0.25185, 0.80986], [-0.57098, 2.17140, -0.48416], [-2.84490, -1.04032, 1.02603], [-0.00227, -0.25715, -1.50871], [-1.20904, -2.23672, -0.63447], [-2.20925, -1.11135, -1.83230], [-0.33771, -3.71061, 0.25136], [0.73209, -1.40279, -0.79022], [-0.04399, -2.32570, 1.47567], [0.14187, 2.95980, 1.13933], [-0.84977, 4.04075, 0.23668], [-1.61379, 2.80596, 1.24982], [2.16150, -2.97218, -0.70702], [1.99552, -1.66838, 0.68852], [-0.83281, 0.50251, 1.81009], [-0.03588, 2.64279, -1.25823], [-1.54296, 1.97999, -0.82840]],
  "lowdin_charge": [-0.58, -0.28, -0.53, -0.01, 0.05, -0.11, -0.01, -0.07, 0.15, 1.06, 0.06, 0.14, 0.06, 0.00, 0.11, 0.06, 0.08, 0.09, 0.10, 0.12, 0.17, 0.18, 0.16]
}


{
  "formula": "C3H5N3",
  "method": "wB97M-V/def2-TZVPD",
  "e_tot_ev": -7658.7257,
  "relative_energy_kj_mol": 359.9,
  "lumo_energy_ev": 0.695,
  "homo_ev": -8.5,
  "homo_lumo_gap_ev": 9.2,
  "species": ["N", "C", "C", "C", "N", "N", "H", "H", "H", "H", "H"],
  "xyz": [[-1.69378, -0.10916, 0.17509], [-0.30914, -0.06473, 0.09697], [0.56190, -1.09140, 0.11267], [2.34565, 0.39750, -0.46182], [1.53545, 1.27754, -0.25449], [0.21200, 1.21974, -0.03828], [-2.05367, -1.04681, 0.28372], [-2.19551, 0.40474, -0.53805], [0.30611, -2.11820, -0.07619], [1.56386, -0.94059, 0.50329], [-0.27287, 2.07135, 0.19711]],
  "lowdin_charge": [0.11, -0.45, 0.00, 0.06, -0.10, 0.00, 0.09, 0.09, 0.06, 0.00, 0.15]
}


Copy entry 5 word for word.
{
  "formula": "C6H13N2OS",
  "method": "wB97M-V/def2-TZVPD",
  "e_tot_ev": -22284.3490,
  "relative_energy_kj_mol": 492.5,
  "lumo_energy_ev": -3.765,
  "total_charge": 1,
  "homo_ev": -11.9,
  "homo_lumo_gap_ev": 8.1,
  "species": ["C", "C", "C", "C", "C", "C", "N", "N", "O", "S", "H", "H", "H", "H", "H", "H", "H", "H", "H", "H", "H", "H", "H"],
  "xyz": [[-1.92108, -0.67858, 0.39406], [-1.48368, -1.20994, -0.93087], [0.01841, 0.81125, -0.03914], [0.31824, -3.00240, 0.63389], [-0.76568, 3.12883, 0.71979], [1.49333, -2.53627, 0.07390], [-0.96370, 0.25185, 0.80986], [-0.57098, 2.17140, -0.48416], [-2.84490, -1.04032, 1.02603], [-0.00227, -0.25715, -1.50871], [-1.20904, -2.23672, -0.63447], [-2.20925, -1.11135, -1.83230], [-0.33771, -3.71061, 0.25136], [0.73209, -1.40279, -0.79022], [-0.04399, -2.32570, 1.47567], [0.14187, 2.95980, 1.13933], [-0.84977, 4.04075, 0.23668], [-1.61379, 2.80596, 1.24982], [2.16150, -2.97218, -0.70702], [1.99552, -1.66838, 0.68852], [-0.83281, 0.50251, 1.81009], [-0.03588, 2.64279, -1.25823], [-1.54296, 1.97999, -0.82840]],
  "lowdin_charge": [-0.58, -0.28, -0.53, -0.01, 0.05, -0.11, -0.01, -0.07, 0.15, 1.06, 0.06, 0.14, 0.06, 0.00, 0.11, 0.06, 0.08, 0.09, 0.10, 0.12, 0.17, 0.18, 0.16]
}